Below is a cluster of 14 separate species, C32H92O13S13 in total in a non-equilibrium geometry, with properties calculated with ωB97M-V/def2-TZVPD.

XYZ file:
```
150
Properties=species:S:1:pos:R:3:lowdin_charge:R:1
C -1.484 -0.360 -4.573 -0.276
S -0.959 -1.822 -5.534 0.888
O -0.531 -2.967 -4.566 -0.596
C -2.702 -2.136 -6.075 -0.257
H -1.623 0.538 -5.175 0.037
H -0.688 -0.147 -3.860 0.027
H -2.493 -0.429 -4.167 0.041
H -2.730 -3.107 -6.570 0.054
H -2.882 -1.325 -6.780 0.048
H -3.424 -2.046 -5.264 0.027
C 3.437 5.377 2.954 -0.243
S 2.892 3.915 1.925 0.809
O 4.150 3.244 1.415 -0.564
C 2.148 2.938 3.335 -0.238
H 4.104 6.003 2.361 0.052
H 4.006 5.025 3.815 0.045
H 2.613 5.988 3.322 0.039
H 1.066 3.065 3.314 0.020
H 2.493 3.303 4.303 0.044
H 2.233 1.868 3.143 0.040
C -6.875 -0.213 0.665 -0.286
S -5.815 0.538 -0.596 0.853
O -4.420 0.686 -0.052 -0.577
C -5.940 -0.925 -1.763 -0.226
H -6.953 0.429 1.542 0.048
H -6.575 -1.142 1.150 0.012
H -7.860 -0.437 0.254 0.054
H -5.478 -1.824 -1.357 0.030
H -5.361 -0.616 -2.634 0.031
H -6.971 -1.172 -2.015 0.057
C -2.012 -5.217 -2.279 -0.224
S -3.084 -3.764 -2.846 0.861
O -4.453 -3.972 -2.195 -0.599
C -2.372 -2.435 -1.807 -0.262
H -2.584 -6.143 -2.352 0.042
H -1.792 -5.261 -1.213 0.039
H -1.052 -5.346 -2.779 0.039
H -1.335 -2.518 -2.132 0.016
H -2.442 -2.537 -0.724 0.042
H -2.808 -1.502 -2.162 0.027
C -2.185 3.365 -4.685 -0.269
S -2.569 4.016 -3.018 0.845
O -4.007 4.606 -3.053 -0.580
C -2.629 2.368 -2.168 -0.245
H -2.958 2.638 -4.935 0.049
H -1.167 2.976 -4.699 0.019
H -2.243 4.234 -5.341 0.047
H -2.549 2.616 -1.110 0.032
H -1.770 1.727 -2.362 0.021
H -3.544 1.793 -2.313 0.039
C 0.832 -1.827 6.339 -0.269
S 0.949 -0.608 5.018 0.838
O -0.496 -0.534 4.512 -0.587
C 1.195 0.843 6.148 -0.243
H 1.015 -2.801 5.885 0.047
H -0.161 -1.878 6.787 0.063
H 1.544 -1.713 7.156 0.057
H 1.046 1.772 5.598 0.014
H 2.241 0.940 6.439 0.056
H 0.475 0.783 6.964 0.059
C 1.685 6.487 -0.505 -0.247
S 0.676 6.524 1.003 0.786
O 0.313 7.966 1.183 -0.565
C -0.817 5.833 0.325 -0.273
H 2.729 6.760 -0.350 0.054
H 1.247 7.191 -1.212 0.061
H 1.592 5.500 -0.959 0.018
H -1.615 5.589 1.027 0.036
H -0.618 4.815 -0.010 0.030
H -1.232 6.370 -0.529 0.070
C 2.155 -2.036 -2.974 -0.246
S 3.778 -1.630 -3.792 0.852
O 4.342 -0.448 -3.019 -0.580
C 4.785 -3.060 -3.211 -0.248
H 2.209 -2.002 -1.886 0.026
H 1.742 -3.041 -3.067 0.044
H 1.350 -1.335 -3.191 0.018
H 4.661 -4.043 -3.665 0.058
H 4.468 -3.156 -2.173 0.008
H 5.843 -2.807 -3.279 0.057
C -0.706 0.523 1.153 -0.224
S 0.386 0.187 -0.337 0.864
O -0.611 -0.275 -1.395 -0.588
C 1.069 1.878 -0.704 -0.222
H -0.890 -0.432 1.643 0.016
H -1.661 0.988 0.908 0.035
H -0.170 1.100 1.906 0.022
H 0.357 2.521 -1.222 0.026
H 1.980 1.752 -1.290 0.030
H 1.427 2.426 0.167 0.013
C -3.567 -2.303 1.906 -0.242
S -4.945 -2.197 3.119 0.856
O -5.155 -3.673 3.467 -0.586
C -4.071 -1.564 4.644 -0.228
H -3.676 -3.014 1.087 0.052
H -2.649 -2.530 2.448 0.029
H -3.349 -1.357 1.412 0.024
H -4.770 -0.846 5.072 0.033
H -3.077 -1.206 4.377 0.010
H -3.888 -2.248 5.472 0.056
C 5.212 0.287 3.049 -0.235
S 5.807 -0.555 1.483 0.851
O 6.250 -1.930 1.977 -0.594
C 4.271 -0.858 0.548 -0.253
H 4.781 1.262 2.824 0.005
H 6.048 0.454 3.727 0.045
H 4.466 -0.321 3.562 0.038
H 3.908 0.118 0.227 0.043
H 3.546 -1.457 1.100 0.045
H 4.729 -1.432 -0.258 0.023
C -1.905 3.645 4.680 -0.253
S -2.526 3.413 2.993 0.881
O -1.344 3.194 2.034 -0.580
C -3.377 1.825 3.340 -0.250
H -1.532 2.691 5.055 0.038
H -2.759 3.928 5.294 0.055
H -1.082 4.359 4.645 0.053
H -4.191 2.009 4.041 0.058
H -2.765 1.006 3.718 0.033
H -3.819 1.424 2.428 0.029
C 1.669 4.182 -5.633 -0.234
S 2.334 3.993 -3.884 0.873
O 1.196 3.921 -2.869 -0.602
C 3.004 2.224 -4.068 -0.235
H 2.433 3.833 -6.327 0.043
H 1.497 5.237 -5.844 0.043
H 0.752 3.603 -5.748 0.030
H 2.152 1.545 -4.100 0.045
H 3.653 2.019 -3.217 0.028
H 3.651 2.088 -4.935 0.051
C 4.834 -5.160 -0.089 -0.082
C 3.564 -6.034 -0.170 -0.265
C 2.280 -5.517 -0.820 -0.189
C 1.717 -4.275 -0.003 -0.205
C 1.053 -4.460 1.381 -0.221
C 0.299 -3.159 1.746 -0.107
H 5.147 -4.767 -1.057 0.042
H 5.716 -5.611 0.365 0.078
H 4.553 -4.260 0.458 0.054
H 3.824 -7.007 -0.587 0.097
H 3.230 -6.267 0.842 0.094
H 1.555 -6.323 -0.936 0.106
H 2.567 -5.223 -1.829 0.088
H 2.456 -3.474 0.001 0.083
H 0.933 -3.948 -0.687 0.082
H 0.346 -5.288 1.340 0.107
H 1.808 -4.674 2.138 0.100
H -0.523 -3.251 2.456 0.059
H 0.943 -2.328 2.034 0.058
H -0.149 -2.764 0.834 0.048
```

Output
energy	-202138.424	eV
frontier orbital gap	8.497	eV
2S+1	1
E_HOMO	-8.5	eV

---

Below is a structure of composition C32H93HfN7O12 in a non-equilibrium geometry, with properties calculated with ωB97M-V/def2-TZVPD.

XYZ file:
```
145
Properties=species:S:1:pos:R:3:lowdin_charge:R:1
Hf 1.120 4.204 -3.334 2.206
C 0.314 1.771 0.336 -0.058
C 0.154 1.229 -1.099 -0.304
O 0.264 2.265 -2.073 -0.332
H -0.551 2.384 0.591 0.058
H 1.201 2.390 0.471 0.059
H 0.456 0.945 1.033 0.053
H -0.839 0.786 -1.177 0.093
H 0.873 0.440 -1.319 0.096
C -0.014 5.568 0.556 -0.069
C -0.073 6.561 -0.634 -0.312
O 0.315 5.979 -1.868 -0.350
H -0.604 4.713 0.224 0.037
H -0.448 6.013 1.451 0.094
H 0.979 5.162 0.750 0.062
H 0.390 7.526 -0.431 0.125
H -1.145 6.758 -0.658 0.105
O 2.877 2.514 -3.514 -0.107
H 3.664 2.584 -4.053 0.095
H 2.892 1.616 -3.183 0.024
O 3.962 2.228 -0.131 -0.029
H 3.824 1.455 0.417 0.007
H 4.698 1.993 -0.696 0.072
O 2.542 4.067 -1.321 -0.111
H 3.040 3.407 -0.838 -0.002
H 2.938 4.900 -1.067 0.089
C -1.713 2.657 4.956 -0.068
C -1.421 1.417 4.154 -0.410
C -1.741 0.092 4.910 -0.201
O -0.850 -0.036 6.013 -0.207
C -0.906 -1.331 6.690 -0.057
N -2.320 1.442 2.983 0.048
H -1.205 3.511 4.508 0.061
H -1.243 2.712 5.938 0.077
H -2.769 2.906 5.061 0.085
H -0.409 1.429 3.750 0.120
H -1.616 -0.689 4.160 0.103
H -2.794 0.138 5.189 0.132
H -0.621 -2.171 6.057 0.079
H -1.939 -1.273 7.034 0.090
H -0.200 -1.236 7.515 0.088
H -2.708 0.540 2.744 -0.003
H -1.651 1.754 2.294 0.026
C -1.336 -2.299 -3.019 -0.027
C -0.944 -1.546 -4.288 -0.434
C -1.551 -2.139 -5.583 -0.158
O -1.084 -3.465 -6.009 -0.179
C -1.762 -3.944 -7.154 -0.117
N -1.410 -0.197 -4.092 0.045
H -2.401 -2.514 -3.107 0.086
H -1.200 -1.615 -2.182 0.046
H -0.886 -3.279 -2.860 0.074
H 0.129 -1.474 -4.467 0.109
H -1.377 -1.420 -6.384 0.114
H -2.638 -2.173 -5.517 0.122
H -2.844 -3.844 -7.061 0.084
H -1.516 -4.971 -7.423 0.094
H -1.526 -3.335 -8.026 0.082
H -0.808 0.214 -3.392 0.025
H -1.181 0.310 -4.936 0.069
C -4.805 1.865 -1.457 -0.043
C -4.159 3.121 -1.893 -0.441
C -3.179 3.783 -0.925 -0.194
O -3.996 4.287 0.113 -0.171
C -3.293 4.938 1.129 -0.106
N -3.428 2.809 -3.107 0.036
H -4.036 1.153 -1.158 0.068
H -5.358 1.461 -2.305 0.091
H -5.438 2.059 -0.590 0.106
H -4.814 3.906 -2.269 0.153
H -2.677 4.632 -1.390 0.114
H -2.428 3.091 -0.543 0.106
H -4.108 5.037 1.847 0.106
H -2.907 5.902 0.799 0.084
H -2.588 4.277 1.634 0.075
H -2.892 2.026 -2.762 0.034
H -4.043 2.313 -3.736 0.075
C 3.915 -1.787 -4.571 -0.001
C 2.888 -1.352 -3.404 -0.384
C 2.624 -2.492 -2.457 -0.212
O 1.998 -3.579 -3.125 -0.172
C 1.571 -4.655 -2.266 -0.089
N 3.496 -0.314 -2.604 0.029
H 3.500 -2.647 -5.097 0.080
H 4.916 -1.991 -4.192 0.082
H 3.926 -1.000 -5.325 0.064
H 1.945 -0.941 -3.763 0.114
H 1.854 -2.209 -1.739 0.112
H 3.480 -2.881 -1.906 0.138
H 2.261 -5.268 -1.686 0.075
H 1.126 -5.461 -2.850 0.098
H 0.805 -4.363 -1.547 0.066
H 4.385 -0.591 -2.211 0.096
H 2.948 -0.148 -1.772 0.044
C 3.985 -6.146 1.299 -0.084
C 3.877 -4.675 1.583 -0.362
C 2.321 -4.308 1.588 -0.132
O 2.043 -2.868 1.476 -0.237
C 0.721 -2.510 1.499 -0.148
N 4.447 -4.459 2.991 0.050
H 3.360 -6.373 0.435 0.065
H 3.650 -6.879 2.033 0.089
H 5.006 -6.448 1.064 0.089
H 4.236 -4.083 0.741 0.129
H 1.927 -4.765 2.496 0.127
H 1.838 -4.774 0.729 0.097
H 0.653 -1.422 1.498 0.061
H 0.207 -2.995 2.329 0.109
H 0.228 -2.768 0.561 0.075
H 4.100 -3.560 3.292 0.030
H 4.066 -5.130 3.642 0.067
C -2.070 -1.085 0.922 -0.086
C -3.514 -0.742 0.976 -0.431
C -4.331 -1.504 -0.094 -0.185
O -5.671 -1.073 0.065 -0.202
C -6.437 -1.377 -1.059 -0.108
N -3.919 -1.075 2.328 0.054
H -1.677 -0.941 -0.084 0.051
H -1.993 -2.163 1.063 0.093
H -1.371 -0.490 1.510 0.056
H -3.623 0.340 0.891 0.125
H -4.381 -2.587 0.015 0.138
H -3.971 -1.217 -1.082 0.106
H -7.469 -1.067 -0.897 0.100
H -6.471 -2.458 -1.192 0.093
H -5.980 -0.853 -1.899 0.075
H -3.846 -2.073 2.465 0.091
H -4.905 -0.912 2.475 0.094
C 4.574 -0.507 3.060 -0.031
C 3.222 0.101 2.750 -0.403
C 3.217 1.578 3.077 -0.224
O 3.253 1.733 4.475 -0.146
C 3.353 3.055 4.794 -0.132
N 2.969 -0.149 1.330 0.053
H 5.427 -0.142 2.487 0.090
H 4.499 -1.576 2.862 0.056
H 4.754 -0.388 4.128 0.095
H 2.462 -0.403 3.346 0.149
H 2.360 2.059 2.605 0.107
H 4.063 2.085 2.614 0.120
H 3.173 3.189 5.861 0.101
H 2.516 3.596 4.354 0.086
H 4.337 3.452 4.547 0.099
H 2.102 0.288 1.051 0.019
H 2.812 -1.143 1.241 0.044
```

Output
energy	-70973.863	eV
frontier orbital gap	2.298	eV
2S+1	1
charge	+2
E_HOMO	-12.4	eV

---

Below is a structure of composition C32H93MnN19O14 in a non-equilibrium geometry, with properties calculated with ωB97M-V/def2-TZVPD.

XYZ file:
```
159
Properties=species:S:1:pos:R:3:lowdin_spin:R:1
Mn 0.175 -0.969 0.201 4.684
O 0.275 -5.062 0.399 0.000
H 1.153 -4.645 0.280 0.000
O 1.686 0.399 0.237 0.063
H 2.070 0.078 -0.612 0.004
C 3.598 3.420 0.268 0.000
C 3.308 3.991 -1.163 0.000
C 4.641 4.300 -1.870 0.000
C 4.500 4.413 -3.356 0.000
C 3.778 3.225 -4.007 0.000
C 2.344 3.037 -3.389 0.000
N 2.625 2.885 -1.918 0.000
O 1.311 2.752 -1.330 0.001
C 1.406 4.209 -3.778 0.000
C 1.670 1.737 -3.801 0.000
C 2.441 5.201 -0.875 0.000
H 4.427 3.996 0.690 0.000
H 3.550 2.347 0.322 0.001
H 2.723 3.769 0.825 0.000
H 4.964 5.259 -1.438 0.000
H 5.375 3.519 -1.592 0.000
H 5.444 4.569 -3.863 0.000
H 3.983 5.357 -3.543 0.000
H 4.428 2.363 -3.763 0.000
H 3.599 3.264 -5.058 0.000
H 1.710 5.199 -3.440 0.000
H 1.383 4.296 -4.888 0.000
H 0.357 4.131 -3.483 0.000
H 1.528 1.605 -4.866 0.000
H 2.185 0.894 -3.338 0.000
H 0.697 1.789 -3.309 0.000
H 1.484 4.971 -0.454 0.000
H 2.475 5.917 -1.725 0.000
H 2.929 5.829 -0.124 0.000
H 1.382 1.910 -0.799 0.000
C -1.268 -7.297 2.659 0.000
O -1.863 -8.027 3.466 0.000
N -1.256 -7.375 1.339 0.000
N -0.635 -6.064 3.015 0.000
H -0.584 -6.814 0.834 0.000
H -1.668 -8.201 0.949 0.000
H -0.122 -6.232 3.895 0.000
H 0.011 -5.751 2.282 0.000
C -2.518 -2.531 4.105 0.000
O -1.533 -1.853 4.230 0.000
N -3.809 -2.162 4.302 0.000
N -2.565 -3.819 3.775 0.000
H -4.006 -1.357 4.848 0.000
H -4.471 -2.904 4.484 0.000
H -3.318 -4.413 4.107 0.000
H -1.770 -4.438 3.656 0.000
C -0.561 1.279 2.276 0.011
O -0.917 0.414 1.504 0.036
N -0.244 2.571 1.833 0.003
N -0.505 1.075 3.569 0.004
H -0.030 2.428 0.837 0.000
H 0.530 3.034 2.284 0.000
H -0.953 0.270 3.999 0.000
H -0.421 1.908 4.147 0.000
C 0.577 -6.300 -3.237 0.000
O 0.494 -6.601 -4.393 0.000
N -0.317 -5.616 -2.539 0.000
N 1.609 -6.723 -2.466 0.000
H -1.274 -5.792 -2.837 0.000
H -0.112 -5.425 -1.582 0.000
H 2.439 -6.403 -2.921 0.000
H 1.554 -6.297 -1.571 0.000
C -2.453 -2.618 0.180 0.011
O -1.607 -1.767 -0.172 0.045
N -2.161 -3.817 0.613 0.003
N -3.729 -2.437 -0.114 0.004
H -2.876 -4.417 1.027 0.000
H -1.188 -4.192 0.423 0.000
H -4.393 -3.086 0.323 0.001
H -4.036 -1.483 -0.104 0.000
C 5.486 -0.893 -1.455 0.000
O 6.440 -1.555 -1.809 0.000
N 4.460 -1.234 -0.690 0.000
N 5.177 0.289 -2.029 0.000
H 3.880 -0.492 -0.350 0.000
H 4.629 -2.114 -0.233 0.000
H 4.337 0.806 -1.885 0.000
H 5.850 0.736 -2.602 0.000
C 3.794 0.847 3.561 0.000
O 4.092 1.118 4.702 0.000
N 4.664 0.395 2.626 0.000
N 2.552 0.976 3.135 0.000
H 4.683 0.738 1.685 0.000
H 5.615 0.643 2.863 0.000
H 1.847 1.160 3.834 0.000
H 2.325 0.649 2.185 0.000
C -6.443 3.216 -1.064 0.000
C -7.051 1.826 -0.831 0.000
C -6.451 1.196 0.461 0.000
O -5.049 1.056 0.397 0.000
C -4.461 1.019 1.654 0.000
N -8.523 1.945 -0.562 0.000
H -6.770 3.606 -2.031 0.000
H -5.365 3.071 -1.135 0.000
H -6.632 3.930 -0.269 0.000
H -6.775 1.190 -1.659 0.000
H -6.897 0.216 0.693 0.000
H -6.799 1.781 1.302 0.000
H -3.388 0.806 1.623 0.000
H -4.970 0.277 2.278 0.000
H -4.489 1.953 2.199 0.000
H -8.880 2.344 -1.464 0.000
H -8.919 0.986 -0.581 0.000
C 1.342 -2.810 -4.064 0.001
C 1.266 -1.709 -2.974 0.003
C -0.082 -1.091 -3.205 0.003
O -0.486 -0.375 -2.044 0.028
C -1.608 0.407 -2.239 0.003
N 1.355 -2.204 -1.599 0.031
H 0.940 -2.515 -5.031 0.000
H 0.737 -3.675 -3.811 0.000
H 2.401 -3.061 -4.197 0.000
H 2.022 -0.927 -3.118 0.000
H -0.825 -1.846 -3.451 0.000
H -0.022 -0.380 -4.044 0.001
H -1.303 1.420 -2.446 0.000
H -2.150 0.586 -1.322 0.001
H -2.326 -0.052 -2.897 0.000
H 2.361 -2.231 -1.535 0.001
H 1.118 -3.206 -1.672 0.001
C -2.364 5.378 -0.937 0.000
C -2.331 4.580 0.314 0.000
C -3.382 5.107 1.302 0.000
O -2.926 6.412 1.690 0.000
C -3.768 6.910 2.706 0.000
N -2.635 3.210 -0.086 0.000
H -3.321 5.321 -1.447 0.000
H -1.650 4.975 -1.631 0.000
H -2.180 6.455 -0.728 0.000
H -1.361 4.628 0.847 0.000
H -3.411 4.408 2.153 0.000
H -4.395 5.088 0.852 0.000
H -4.840 6.928 2.436 0.000
H -3.530 7.959 2.914 0.000
H -3.678 6.272 3.581 0.000
H -3.624 3.003 -0.051 0.000
H -2.150 2.567 0.532 0.000
C 2.337 -2.409 3.949 0.001
C 2.292 -2.440 2.405 0.004
C 2.968 -3.757 2.015 0.000
O 3.369 -3.800 0.736 0.000
C 3.921 -5.134 0.392 0.000
N 0.924 -2.348 1.935 0.041
H 2.029 -1.462 4.434 0.000
H 3.405 -2.426 4.175 0.000
H 1.858 -3.322 4.347 0.000
H 2.889 -1.633 1.938 0.000
H 2.285 -4.609 2.174 0.000
H 3.882 -3.899 2.601 0.000
H 4.214 -5.030 -0.643 0.000
H 3.066 -5.802 0.503 0.000
H 4.819 -5.416 0.984 0.000
H 0.574 -3.232 1.525 0.002
H 0.350 -2.023 2.717 0.002
```

Output
energy	-122995.273	eV
frontier orbital gap (spin up / spin down)	8.247 / 8.879	eV
2S+1	6
E_HOMO (spin up / spin down)	-8.3 / -8.9	eV

---

The highest energy belongs to which entry?
C32H93HfN7O12

---

Which formula does entry 3 have?
C32H93MnN19O14

---

energy of number 1 (C32H92O13S13)?
-202138.424 eV